This record from the OMol25 dataset describes one molecule with the formula C21H20BrClN4O3 in a non-equilibrium geometry. The level of theory is ωB97M-V/def2-TZVPD.

Last columns: bonded neighbours and bond lengths (Å).
CARTESIAN COORDINATES (ANGSTROEM)
1 Br 1.965 2.475 3.380  C27 1.877
2 Cl 2.507 -1.785 -6.081  C17 1.734
3 O 1.529 -0.540 6.640  C12 1.209
4 O 0.093 0.273 -3.014  C21 1.371, C25 1.407
5 O -0.989 1.535 -0.694  C11 1.361, C19 1.419
6 N 1.270 -0.537 3.183  N7 1.338, C15 1.272
7 N 1.685 -0.845 4.417  N6 1.338, C12 1.368, H46 1.024
8 N -1.532 2.053 5.291  N9 1.322, C24 1.346, C28 1.434
9 N -0.957 0.957 5.756  N8 1.322, C13 1.323
10 C 1.500 -1.065 -1.550  C21 1.391, C26 1.381, H39 1.078
11 C -0.026 0.574 -0.654  O5 1.361, C20 1.385, C21 1.412
12 C 1.191 -0.214 5.526  O3 1.209, N7 1.368, C13 1.483
13 C 0.247 0.886 5.213  N9 1.323, C12 1.483, C27 1.411
14 C -1.933 3.593 -1.386  C19 1.522, H31 1.086, H34 1.087, H36 1.087
15 C 1.752 -1.138 2.170  N6 1.272, C18 1.444, H37 1.097
16 C -0.693 -2.337 -3.763  C29 1.383, C30 1.388, H41 1.079
17 C 1.157 -2.500 -5.261  Cl2 1.734, C22 1.384, C30 1.392
18 C 1.333 -0.788 0.832  C15 1.444, C20 1.394, C26 1.392
19 C -1.133 2.377 -1.828  O5 1.419, C14 1.522, H48 1.096, H49 1.096
20 C 0.376 0.202 0.618  C11 1.385, C18 1.394, H50 1.077
21 C 0.540 -0.083 -1.768  O4 1.371, C10 1.391, C11 1.412
22 C 0.864 -3.833 -5.495  C17 1.384, C23 1.384, H45 1.079
23 C -0.214 -4.418 -4.853  C22 1.384, C29 1.384, H42 1.079
24 C -0.726 2.727 4.450  N8 1.346, C27 1.379, H38 1.071
25 C 0.717 -0.280 -4.147  O4 1.407, C30 1.510, H32 1.097, H33 1.098
26 C 1.897 -1.416 -0.275  C10 1.381, C18 1.392, H43 1.080
27 C 0.441 1.999 4.367  Br1 1.877, C13 1.411, C24 1.379
28 C -2.867 2.396 5.690  N8 1.434, H35 1.091, H40 1.088, H47 1.091
29 C -0.994 -3.669 -3.989  C16 1.383, C23 1.384, H44 1.079
30 C 0.390 -1.734 -4.389  C16 1.388, C17 1.392, C25 1.510
31 H -2.085 4.262 -2.228  C14 1.086
32 H 0.338 0.317 -4.986  C25 1.097
33 H 1.805 -0.139 -4.099  C25 1.098
34 H -1.401 4.124 -0.600  C14 1.087
35 H -3.534 2.411 4.827  C28 1.091
36 H -2.899 3.280 -1.000  C14 1.087
37 H 2.509 -1.925 2.271  C15 1.097
38 H -1.010 3.643 3.974  C24 1.071
39 H 1.937 -1.585 -2.387  C10 1.078
40 H -3.201 1.638 6.395  C28 1.088
41 H -1.300 -1.750 -3.091  C16 1.079
42 H -0.442 -5.457 -5.032  C23 1.079
43 H 2.645 -2.183 -0.144  C26 1.080
44 H -1.837 -4.119 -3.489  C29 1.079
45 H 1.477 -4.403 -6.174  C22 1.079
46 H 2.370 -1.591 4.568  N7 1.024
47 H -2.883 3.375 6.172  C28 1.091
48 H -0.149 2.685 -2.197  C19 1.096
49 H -1.659 1.848 -2.631  C19 1.096
50 H -0.069 0.702 1.462  C20 1.077

Its gap between HOMO and LUMO is 0.3136 hartree. Its electronic energy is -4291.13926 hartree. For the energy above the lowest of the compared OMol25 structures with the same formula, charge and spin, the calculation gives 5.1 kcal/mol. Its maximum force is 0.0217 Eh/bohr.

These are the natural (NBO) partial charges, in e, on atoms 1 to 5: number 1, Br, carries 0.10; number 2, Cl, carries 0.00; number 3, O, carries -0.56; number 4, O, carries -0.50; number 5, O, carries -0.52